Molecular formula: C16H25ClOReS
Method: DFT, ωB97M-V/def2-TZVPD

## Properties
**Spin multiplicity**: 4
**Kohn-Sham gap (alpha / beta)**: 8.97 / 5.27 eV
**<S²>**: 3.767
**Total charge**: +2
**Energy above the lowest of the compared OMol25 structures with the same formula, charge and spin**: 0.0 kJ/mol

Positions of all 45 atoms, in Å:
C (4.1264, -2.2028, -0.5759)
C (4.1349, -2.8160, -1.9737)
C (5.4084, -1.3922, -0.4115)
C (4.1596, -3.3498, 0.4305)
Cl (2.6653, -1.1471, -0.3199)
H (6.2472, -2.0870, -0.5732)
H (5.5015, -0.9632, 0.5924)
H (5.4825, -0.5818, -1.1454)
H (5.0533, -3.4182, -2.0444)
H (4.1577, -2.0577, -2.7643)
H (3.2774, -3.4762, -2.1465)
H (5.0759, -3.9228, 0.2233)
H (3.3012, -4.0228, 0.3237)
H (4.1991, -2.9958, 1.4666)
C (-1.3164, 2.6103, -1.1705)
C (-0.0528, 3.0987, -0.6485)
C (0.9811, 2.1689, -1.0481)
H (0.0880, 4.0109, -0.0736)
C (0.3580, 1.0952, -1.7949)
C (-1.0610, 1.3821, -1.8821)
H (-1.7949, 0.7631, -2.3796)
H (-2.2732, 3.1046, -1.0639)
H (2.0437, 2.2902, -0.9048)
H (0.8615, 0.2307, -2.2131)
C (-1.4139, 0.1196, 1.9837)
C (-1.6531, 1.5501, 2.0663)
C (-0.3816, 2.2109, 2.1634)
H (-2.6251, 2.0317, 2.1112)
C (0.6486, 1.2043, 2.0593)
C (-0.0051, -0.0966, 1.9632)
H (0.5023, -1.0509, 1.8789)
H (-2.1830, -0.6412, 1.9430)
H (-0.2339, 3.2685, 2.3307)
H (1.7174, 1.3697, 2.1130)
Re (-0.4678, 1.1633, 0.2255)
C (-6.0185, 0.1282, -1.0209)
S (-4.4177, 0.1335, -0.2357)
C (-5.2025, 0.1211, 1.3749)
O (-3.7695, 1.4767, -0.4223)
H (-6.5345, 1.0734, -0.7636)
H (-6.5378, -0.7312, -0.5594)
H (-5.9163, -0.0086, -2.1026)
H (-6.1595, 0.6479, 1.2311)
H (-5.3985, -0.9194, 1.6523)
H (-4.5744, 0.6279, 2.1051)

---

Molecular formula: C16H25ClOTi
Method: DFT, ωB97M-V/def2-TZVPD

## Properties
**Kohn-Sham gap**: 7.17 eV
**Total charge**: +2
**Energy above the lowest of the compared OMol25 structures with the same formula, charge and spin**: 29.6 kJ/mol

Positions of all 44 atoms, in Å:
C (0.7572, 3.6145, -2.4227)
C (0.8071, 3.2757, -3.9107)
C (-0.3047, 4.6956, -2.2360)
C (2.1044, 4.2252, -2.0455)
Cl (0.3895, 2.1008, -1.3862)
H (-0.0318, 5.5582, -2.8641)
H (-0.3584, 5.0378, -1.2003)
H (-1.2938, 4.3530, -2.5480)
H (1.0313, 4.1989, -4.4671)
H (-0.1487, 2.8900, -4.2725)
H (1.5904, 2.5492, -4.1363)
H (2.2741, 5.1080, -2.6807)
H (2.9269, 3.5269, -2.2126)
H (2.1233, 4.5514, -1.0034)
C (-2.1161, -2.3581, 0.3433)
C (-2.4387, -1.0363, 0.8153)
C (-1.9753, -0.0811, -0.1804)
H (-2.9673, -0.8209, 1.7420)
C (-1.4020, -0.8170, -1.2763)
C (-1.4403, -2.2190, -0.9333)
H (-1.0691, -3.0413, -1.5522)
H (-2.3442, -3.2936, 0.8641)
H (-2.1130, 0.9911, -0.1707)
H (-1.1380, -0.3905, -2.2533)
C (1.4958, -1.0026, 2.3110)
C (0.2890, -1.2153, 3.0575)
C (-0.6264, -0.1599, 2.7600)
H (0.1379, -1.9898, 3.8126)
C (0.0059, 0.7264, 1.8085)
C (1.3475, 0.2176, 1.5526)
H (2.1312, 0.7404, 1.0149)
H (2.3919, -1.6295, 2.3385)
H (-1.5917, -0.0070, 3.2395)
H (-0.4047, 1.6454, 1.3874)
Ti (-0.2393, -1.1929, 0.7909)
C (-0.3077, -4.5395, 2.6349)
C (0.6246, -4.4248, 1.4552)
O (0.5325, -3.1098, 0.7267)
H (0.1059, -4.0304, 3.5195)
H (-0.3798, -5.6079, 2.8814)
H (-1.3253, -4.1739, 2.4456)
H (1.6694, -4.4723, 1.7416)
H (0.3994, -5.1697, 0.6893)
H (0.8810, -3.2228, -0.1800)

---

Molecular formula: C16H25IN7O5Pt
Method: DFT, ωB97M-V/def2-TZVPD

## Properties
**Kohn-Sham gap (alpha / beta)**: 4.59 / 4.58 eV
**Total charge**: +1
**Energy above the lowest of the compared OMol25 structures with the same formula, charge and spin**: 418.7 kJ/mol

Positions of all 55 atoms, in Å:
Pt (-0.4908, 0.2650, 0.0888)
C (-0.3952, 4.8503, -0.5321)
C (-0.7421, 3.4040, -0.4195)
N (0.1373, 2.4518, -0.4511)
O (1.4373, 2.8094, -0.6276)
C (-2.1127, 2.9936, -0.3339)
C (-3.2300, 3.9766, -0.2160)
N (-2.3549, 1.7079, -0.4202)
O (-3.5163, 1.2295, -0.4764)
H (0.6436, 4.9685, -0.8296)
H (-0.5358, 5.3369, 0.4332)
H (-1.0443, 5.3333, -1.2600)
H (1.9144, 1.9401, -0.6073)
H (-2.9558, 4.7977, 0.4396)
H (-4.1152, 3.4784, 0.1755)
H (-3.4820, 4.3744, -1.2005)
C (-4.9056, -1.7471, 0.2819)
N (-3.8695, -2.7506, 0.1206)
C (-4.3175, -4.0399, -0.3692)
C (-2.5885, -2.3135, -0.0335)
N (-2.2890, -1.0842, -0.2413)
N (-1.5991, -3.2726, 0.0910)
C (-0.2469, -3.0749, -0.0602)
N (0.4987, -4.1986, 0.0741)
N (0.2406, -1.9185, -0.3219)
H (-5.7765, -2.2158, 0.7313)
H (-5.2092, -1.2899, -0.6623)
H (-4.5594, -0.9698, 0.9602)
H (-5.3256, -4.2203, -0.0040)
H (-3.6939, -4.8595, -0.0174)
H (-4.3471, -4.0640, -1.4632)
H (-3.0838, -0.4591, -0.4224)
H (-1.8905, -4.1759, 0.4311)
H (0.0954, -5.1118, 0.1933)
H (1.4935, -4.1609, -0.0591)
H (1.2459, -1.9006, -0.4439)
I (-1.3371, 1.9731, 3.0661)
C (-0.4713, 0.1957, 2.3035)
H (-1.0566, -0.6490, 2.6565)
H (0.5628, 0.1394, 2.6345)
O (5.1867, -0.2104, 2.0741)
C (5.2827, 0.0089, 0.7732)
C (6.5530, 0.1407, 0.1807)
C (6.6772, 0.3448, -1.1747)
C (5.5472, 0.4358, -1.9841)
C (4.2867, 0.3299, -1.4210)
C (4.1439, 0.1177, -0.0569)
C (2.7718, -0.0078, 0.5380)
O (2.6307, -0.4007, 1.6987)
O (1.8365, 0.3243, -0.2533)
H (4.2235, -0.3184, 2.3003)
H (7.4199, 0.0678, 0.8174)
H (7.6596, 0.4337, -1.6157)
H (5.6479, 0.5877, -3.0464)
H (3.4030, 0.3984, -2.0401)

---

Molecular formula: C16H25N3O3
Method: DFT, ωB97M-V/def2-TZVPD

## Properties
**Kohn-Sham gap**: 8.92 eV
**Total charge**: 0
**Energy above the lowest of the compared OMol25 structures with the same formula, charge and spin**: 68.1 kJ/mol

Positions of all 47 atoms, in Å:
C (3.2739, -1.0938, -2.6639)
C (2.7235, -0.3136, -1.4736)
N (1.7408, 0.6742, -1.8858)
C (1.6047, 1.7745, -0.9462)
C (0.9917, 3.0143, -1.5901)
C (0.4731, 0.0953, -2.3192)
C (-0.3213, -0.6036, -1.2377)
C (-1.1386, 0.1215, -0.3858)
C (-1.8342, -0.4750, 0.6590)
C (-2.6644, 0.3509, 1.6005)
C (-1.8649, 0.6512, 2.8890)
C (-0.6219, 1.4382, 2.5164)
N (0.5324, 0.7507, 2.6109)
O (-0.6510, 2.5984, 2.1500)
C (-2.7587, 1.4205, 3.8697)
N (-3.0176, 2.6849, 3.4897)
O (-3.2238, 0.8903, 4.8541)
C (-1.7028, -1.8419, 0.8405)
C (-0.9186, -2.5983, -0.0132)
C (-0.2270, -1.9935, -1.0559)
O (0.5426, -2.6781, -1.9539)
C (0.6299, -4.0759, -1.8450)
H (3.5663, -0.4022, -3.4492)
H (2.5336, -1.7827, -3.0567)
H (4.1453, -1.6664, -2.3548)
H (3.5536, 0.2261, -1.0086)
H (2.3240, -1.0150, -0.7214)
H (1.0201, 1.4964, -0.0542)
H (2.6125, 2.0372, -0.6117)
H (1.0729, 3.8529, -0.9034)
H (1.5208, 3.2530, -2.5088)
H (-0.0601, 2.8723, -1.8215)
H (-0.1269, 0.9042, -2.7397)
H (0.6935, -0.6134, -3.1170)
H (-1.2516, 1.1836, -0.5461)
H (-3.5740, -0.1851, 1.8782)
H (-2.9433, 1.2942, 1.1291)
H (-1.5915, -0.2929, 3.3673)
H (0.5569, -0.2233, 2.8530)
H (1.3910, 1.2030, 2.3392)
H (-3.5267, 3.2763, 4.1265)
H (-2.3980, 3.1136, 2.8113)
H (-2.2317, -2.3317, 1.6456)
H (-0.8583, -3.6638, 0.1439)
H (1.0920, -4.3806, -0.9000)
H (1.2642, -4.3961, -2.6706)
H (-0.3520, -4.5509, -1.9401)

---

Molecular formula: C16H25N4
Method: DFT, ωB97M-V/def2-TZVPD

## Properties
**Kohn-Sham gap**: 8.94 eV
**Total charge**: +1
**Energy above the lowest of the compared OMol25 structures with the same formula, charge and spin**: 12.4 kJ/mol

Positions of all 45 atoms, in Å:
C (-1.3038, -1.5767, -3.3021)
C (-2.4480, -1.8972, -2.3810)
N (-3.3790, -2.7073, -2.6629)
C (-2.5143, -1.2360, -1.0200)
C (-1.1835, -1.3413, -0.3129)
C (-0.6944, -2.6124, -0.0053)
C (0.5370, -2.7523, 0.6152)
C (1.2595, -1.6171, 0.9276)
N (0.7701, -0.4115, 0.6292)
C (-0.4149, -0.2404, 0.0243)
H (-0.3433, -1.6119, -2.7946)
H (-1.4181, -0.5718, -3.7047)
H (-1.2644, -2.3012, -4.1061)
H (-3.2324, -3.0954, -3.5948)
H (-3.2218, -1.7994, -0.4221)
H (-2.8402, -0.2034, -1.1055)
H (-1.2931, -3.4726, -0.2661)
H (0.9102, -3.7379, 0.8337)
H (2.2171, -1.6713, 1.4163)
H (1.3192, 0.4190, 0.8513)
H (-0.7701, 0.7503, -0.1978)
C (-4.5704, 1.8696, 0.7386)
C (-4.0621, 2.0272, 2.1673)
C (-3.0938, 3.2058, 2.3276)
C (-1.9050, 3.0311, 1.4913)
N (-0.9754, 2.8950, 0.8364)
H (-3.7528, 1.6616, 0.0457)
H (-5.2776, 1.0431, 0.6721)
H (-5.0775, 2.7732, 0.3987)
H (-3.5683, 1.1061, 2.4853)
H (-4.9085, 2.1810, 2.8366)
H (-2.7688, 3.2986, 3.3639)
H (-3.5791, 4.1406, 2.0443)
C (5.1921, 0.1142, -1.2662)
C (6.0093, 0.5929, -0.0716)
C (5.3546, 0.2538, 1.2739)
C (4.0409, 0.8888, 1.3960)
N (3.0336, 1.4242, 1.5059)
H (4.2158, 0.6021, -1.3033)
H (5.7059, 0.3456, -2.1977)
H (5.0363, -0.9668, -1.2288)
H (6.1577, 1.6712, -0.1407)
H (6.9969, 0.1324, -0.0987)
H (5.9746, 0.5968, 2.1023)
H (5.2280, -0.8255, 1.3764)

---

Molecular formula: C16H25N5O7
Method: DFT, ωB97M-V/def2-TZVPD

## Properties
**Kohn-Sham gap**: 8.34 eV
**Total charge**: 0

Positions of all 53 atoms, in Å:
N (3.4534, 0.6126, -0.4188)
C (3.8585, 1.9070, -1.0501)
C (3.1507, 3.1091, -0.3906)
N (1.7038, 3.1046, -0.6978)
C (0.8268, 2.3364, 0.0895)
C (-0.5094, 2.2661, -0.2228)
C (-1.0165, 2.9847, -1.3726)
O (-2.1917, 2.8762, -1.7061)
C (-0.0986, 3.8187, -2.1556)
O (-0.5429, 4.5522, -3.2314)
C (1.2277, 3.8545, -1.7921)
C (5.3932, 2.1001, -1.0267)
O (6.0623, 1.3061, -1.6655)
O (5.9414, 3.0717, -0.2587)
H (3.7737, 0.5669, 0.5496)
H (3.8450, -0.1688, -0.9516)
H (3.5604, 1.8944, -2.1042)
H (3.5894, 4.0452, -0.7536)
H (3.3073, 3.0844, 0.6926)
H (1.1957, 1.7978, 0.9599)
H (-1.2092, 1.7093, 0.3837)
H (-1.5062, 4.4169, -3.3254)
H (1.8954, 4.4769, -2.3826)
H (6.9010, 2.9787, -0.3790)
C (-1.7545, -0.1447, -2.7441)
N (-1.2563, -0.6743, -1.4754)
C (-1.9335, -1.5531, -0.7266)
O (-3.0558, -1.9419, -1.0333)
C (-1.2528, -2.0537, 0.5618)
C (-1.9156, -3.3166, 1.1479)
C (-1.2590, -3.8169, 2.4436)
C (-1.7377, -5.2129, 2.8221)
N (-1.4092, -6.2337, 2.0605)
O (-2.4280, -5.4171, 3.8015)
N (-1.0487, -1.0124, 1.5823)
C (-1.9120, -0.1607, 2.1353)
C (-3.3889, -0.1887, 1.8020)
O (-1.4841, 0.6767, 2.9131)
H (-1.8812, -0.9574, -3.4613)
H (-1.0594, 0.5913, -3.1504)
H (-2.7247, 0.3332, -2.5874)
H (-0.3616, -0.3459, -1.1463)
H (-0.2564, -2.3646, 0.2489)
H (-1.8537, -4.1010, 0.3926)
H (-2.9717, -3.1332, 1.3439)
H (-1.4887, -3.1325, 3.2610)
H (-0.1777, -3.8502, 2.3116)
H (-1.7737, -7.1214, 2.3590)
H (-0.8698, -6.1114, 1.2259)
H (-0.1109, -0.9017, 1.9317)
H (-3.8974, 0.5593, 2.4080)
H (-3.8064, -1.1655, 2.0305)
H (-3.5417, 0.0491, 0.7516)

---

Molecular formula: C16H25NO
Method: DFT, ωB97M-V/def2-TZVPD

## Properties
**Kohn-Sham gap**: 9.65 eV
**Total charge**: 0
**Energy above the lowest of the compared OMol25 structures with the same formula, charge and spin**: 60.5 kJ/mol

Positions of all 43 atoms, in Å:
C (-1.5842, -3.6020, -0.6728)
C (-2.1864, -2.2044, -0.5959)
C (-1.1561, -1.1118, -0.2393)
O (-0.1842, -1.1160, -1.2619)
C (-0.4676, -1.3941, 1.1155)
C (0.3728, -0.2044, 1.5935)
N (1.3709, 0.1679, 0.5995)
C (1.6294, 1.5945, 0.5223)
C (2.4713, 1.8976, -0.7145)
C (3.7894, 1.1331, -0.6532)
C (3.4974, -0.3537, -0.4815)
C (2.6126, -0.5733, 0.7421)
C (-1.8919, 0.2232, -0.1869)
C (-1.6540, 1.1924, -1.1517)
C (-2.3120, 2.4091, -1.1131)
C (-3.2236, 2.6743, -0.1071)
C (-3.4782, 1.7097, 0.8534)
C (-2.8198, 0.4942, 0.8130)
H (-0.7047, -3.5848, -1.3105)
H (-1.3013, -3.9649, 0.3124)
H (-2.3083, -4.2945, -1.0958)
H (-2.5958, -1.9409, -1.5731)
H (-3.0002, -2.1835, 0.1300)
H (0.5574, -0.5809, -0.9178)
H (-1.2109, -1.6293, 1.8770)
H (0.1748, -2.2658, 0.9858)
H (-0.2887, 0.6497, 1.7563)
H (0.8410, -0.4507, 2.5608)
H (0.6703, 2.1146, 0.4499)
H (2.1539, 1.9597, 1.4239)
H (2.6526, 2.9719, -0.7756)
H (1.9153, 1.5926, -1.6027)
H (4.3695, 1.3036, -1.5616)
H (4.3788, 1.4899, 0.1953)
H (4.4255, -0.9157, -0.3648)
H (2.9785, -0.7284, -1.3658)
H (2.3744, -1.6349, 0.8376)
H (3.1564, -0.2621, 1.6532)
H (-0.9515, 0.9807, -1.9434)
H (-2.1110, 3.1519, -1.8718)
H (-3.7368, 3.6242, -0.0720)
H (-4.1935, 1.9057, 1.6394)
H (-3.0314, -0.2447, 1.5720)

---

Molecular formula: C16H25NO2
Method: DFT, ωB97M-V/def2-TZVPD

## Properties
**Kohn-Sham gap**: 9.36 eV
**Total charge**: 0
**Energy above the lowest of the compared OMol25 structures with the same formula, charge and spin**: 44.4 kJ/mol

Positions of all 44 atoms, in Å:
C (0.0265, 3.1589, -3.7974)
C (-0.3406, 3.0254, -2.3258)
C (-0.0212, 1.6240, -1.7905)
C (-0.3894, 1.5142, -0.3219)
O (-0.2525, 2.3831, 0.4992)
O (-0.8600, 0.2966, -0.0475)
C (-1.1827, 0.0158, 1.3162)
C (-1.9831, -1.3021, 1.3552)
N (-1.5818, -2.2683, 2.3533)
C (-0.2398, -2.8071, 2.1824)
C (-0.0015, -3.3965, 0.7975)
C (-1.8093, -1.8315, 3.7227)
C (-3.2886, -1.6287, 4.0328)
C (1.4516, 1.2966, -1.8942)
C (2.3905, 2.0496, -1.1988)
C (3.7384, 1.7570, -1.3017)
C (4.1646, 0.7071, -2.0981)
C (3.2345, -0.0530, -2.7856)
C (1.8854, 0.2385, -2.6815)
H (-0.5184, 2.4315, -4.3957)
H (1.0916, 2.9928, -3.9419)
H (-0.2206, 4.1541, -4.1586)
H (-1.4079, 3.2160, -2.1929)
H (0.2029, 3.7639, -1.7360)
H (-0.5949, 0.8728, -2.3407)
H (-1.7424, 0.8611, 1.7287)
H (-0.2465, -0.0733, 1.8776)
H (-1.8860, -1.7681, 0.3739)
H (-3.0411, -1.0871, 1.5071)
H (-0.1348, -3.6061, 2.9229)
H (0.5440, -2.0592, 2.3974)
H (0.9126, -3.9852, 0.8114)
H (-0.8289, -4.0447, 0.5213)
H (0.1108, -2.6187, 0.0466)
H (-1.4290, -2.6243, 4.3728)
H (-1.2515, -0.9103, 3.9639)
H (-3.6747, -0.7204, 3.5785)
H (-3.4255, -1.5509, 5.1084)
H (-3.8604, -2.4775, 3.6676)
H (2.0602, 2.8589, -0.5652)
H (4.4589, 2.3496, -0.7572)
H (5.2174, 0.4803, -2.1796)
H (3.5592, -0.8761, -3.4054)
H (1.1639, -0.3587, -3.2210)